1.
The following is a DFT calculation (ωB97M-V/def2-TZVPD) of a single C20H26N2S2 molecule.

Each line ends with the Mulliken charge.
Geometry (Å):
N  -3.131  -0.031  -0.790  -0.45
N  -4.579  -2.404  1.763  -0.63
S  -2.025  -2.376  -1.567  -0.07
S  -0.969  0.472  -2.288  -0.15
C  -2.107  -0.594  -1.449  0.24
C  -5.886  -2.041  1.633  -0.33
C  -3.715  -1.788  0.935  0.03
C  -6.294  -1.021  0.769  -0.39
C  -5.342  -0.353  0.006  -0.50
C  1.779  -1.395  -1.755  -1.16
C  0.598  -1.869  0.337  -0.82
C  2.659  -0.569  -1.085  -0.52
C  1.461  -1.001  0.992  0.01
C  -4.032  -0.744  0.029  0.21
C  0.714  -2.030  -1.047  0.58
C  2.521  -0.347  0.298  0.34
C  -0.265  -2.822  -1.876  -0.94
C  -0.541  1.754  0.151  -0.99
C  -0.388  3.174  -1.928  -1.53
C  4.951  -0.030  1.021  -1.74
C  3.070  0.867  2.482  -1.92
C  3.575  1.946  0.297  -1.47
C  -1.138  2.008  -1.226  0.50
C  3.520  0.582  1.036  2.08
H  -6.644  -2.562  2.219  0.35
H  -2.696  -2.067  1.034  0.58
H  -7.344  -0.729  0.710  0.35
H  -5.611  0.450  -0.688  0.40
H  1.859  -1.532  -2.836  0.23
H  -0.131  -2.390  0.908  0.49
H  3.452  -0.116  -1.670  0.30
H  1.329  -0.888  2.053  0.39
H  -0.154  -3.897  -1.666  0.49
H  -0.047  -2.701  -2.942  0.33
H  -1.154  1.009  0.691  0.25
H  -0.608  2.649  0.775  0.55
H  0.453  1.429  0.078  -0.14
H  -0.839  3.409  -2.913  0.38
H  -0.416  4.089  -1.317  0.42
H  0.650  2.943  -2.093  0.33
H  5.594  0.707  1.527  0.46
H  5.043  -1.009  1.539  0.36
H  5.330  -0.137  0.018  0.35
H  3.010  -0.057  3.083  0.39
H  3.775  1.545  2.954  0.43
H  2.089  1.331  2.510  0.34
H  3.978  1.849  -0.699  0.36
H  2.555  2.352  0.302  0.29
H  4.262  2.661  0.807  0.46
H  -2.170  2.272  -1.124  0.47

LUMO = 0.40 eV
SMILES = CC(C)S/C(=N/c1cccnc1)SCc1ccc(C(C)(C)C)cc1
HOMO energy = -8.05 eV

2.
The following is a DFT calculation (ωB97M-V/def2-TZVPD) of a single C9H12BN molecule.

Each line ends with the Mulliken charge.
Geometry (Å):
B  0.362  0.544  -0.667  0.22
C  -2.570  -0.643  1.078  -0.71
C  -1.837  -1.925  1.071  -0.38
C  -1.963  0.337  0.318  -0.47
C  -0.750  -1.967  0.325  0.42
C  0.428  -2.556  -0.193  -0.47
C  1.436  -1.883  -0.773  -0.28
C  1.565  -0.434  -1.284  -0.68
C  0.741  2.525  0.767  -1.11
C  0.581  2.115  -0.730  -0.41
N  -0.757  -0.014  -0.196  -0.39
H  -3.507  -0.579  1.547  0.44
H  -2.098  -2.827  1.527  0.47
H  -2.231  1.291  0.257  0.63
H  0.757  -3.563  0.107  0.25
H  2.119  -2.689  -1.148  0.23
H  1.471  -0.685  -2.313  0.32
H  2.516  -0.060  -1.016  0.40
H  1.669  3.077  0.975  0.31
H  -0.059  3.114  1.278  0.31
H  0.829  1.735  1.434  0.37
H  -0.316  2.671  -1.135  0.28
H  1.613  2.417  -1.228  0.24

LUMO = 0.54 eV
energy above the lowest of the compared OMol25 structures with the same formula, charge and spin = 3.6947 eV
HOMO energy = -7.83 eV

3.
The following is a DFT calculation (ωB97M-V/def2-TZVPD) of a single C2H3BrO molecule.

Each line ends with the Mulliken charge.
Geometry (Å):
C  -0.771  0.338  0.328  0.02
C  0.657  -0.132  -0.077  -0.41
O  -0.893  0.622  1.494  -0.43
Br  0.183  -1.706  -1.187  -0.15
H  -1.599  0.579  -0.391  0.36
H  1.037  0.505  -0.836  0.26
H  1.386  -0.205  0.668  0.35

LUMO = 0.39 eV
SMILES = O=CCBr
energy above the lowest of the compared OMol25 structures with the same formula, charge and spin = 0.8259 eV
HOMO energy = -10.11 eV

4.
The following is a DFT calculation (ωB97M-V/def2-TZVPD) of a 2-piece molecular cluster, C3H8NO overall.

Each line ends with the Mulliken charge.
Geometry (Å):
C  0.527  -0.152  2.185  -0.48
O  -0.686  0.366  1.708  -0.65
H  1.422  0.190  1.511  0.13
H  0.641  -1.246  2.010  0.21
H  0.698  0.177  3.216  0.22
C  -0.110  -0.747  -2.358  -1.00
C  -0.115  0.295  -1.452  0.17
N  -1.244  0.719  -0.829  -1.11
H  -1.031  -1.270  -2.445  0.32
H  0.860  -1.055  -2.703  0.25
H  0.836  0.753  -1.135  0.27
H  -0.936  1.565  -0.327  0.30
H  -0.863  0.406  0.620  0.36

LUMO = 4.26 eV
energy above the lowest of the compared OMol25 structures with the same formula, charge and spin = 1.1628 eV
HOMO energy = -2.30 eV
charge = -1

5.
The following is a DFT calculation (ωB97M-V/def2-TZVPD) of a 4-piece molecular cluster, C4H16N2O4 overall.

Each line ends with the Mulliken spin population.
Geometry (Å):
O  -0.683  3.254  1.950  0.26
C  0.116  2.800  1.050  0.56
C  0.149  1.324  0.605  -0.02
C  1.552  0.772  0.823  0.15
C  2.009  -0.391  -0.037  -0.04
N  2.390  -0.094  -1.414  0.02
N  -0.878  0.565  1.292  0.10
H  0.838  3.483  0.557  0.02
H  -0.038  1.350  -0.481  -0.02
H  2.300  1.569  0.846  -0.06
H  1.678  0.471  1.875  0.06
H  2.790  -1.009  0.420  0.00
H  1.239  -1.169  -0.104  0.01
H  1.634  -0.350  -2.025  0.00
H  2.745  0.831  -1.582  0.00
H  -1.789  0.994  1.176  -0.03
H  -0.708  0.597  2.288  -0.01
H  -0.728  -0.909  -1.816  0.00
H  -1.890  -0.502  -0.859  0.00
O  -1.642  -0.642  -1.777  0.02
H  -0.748  -3.035  1.096  0.00
H  -0.993  -1.550  0.834  0.01
O  -1.107  -2.420  0.452  -0.01
H  -0.985  -3.330  -1.208  0.00
H  -1.785  -2.645  -2.276  0.00
O  -1.319  -3.481  -2.100  0.00

LUMO (alpha / beta) = 3.10 / 3.08 eV
energy above the lowest of the compared OMol25 structures with the same formula, charge and spin = 0.4974 eV
HOMO energy (alpha / beta) = 0.02 / -3.63 eV
2S+1 = 2
charge = -1

6.
The following is a DFT calculation (ωB97M-V/def2-TZVPD) of a single CH2NP3 molecule.

Each line ends with the Mulliken charge.
Geometry (Å):
C  0.924  0.017  -0.971  -0.15
N  -0.582  -0.843  -0.683  -0.44
P  1.527  1.141  0.110  -0.08
P  0.066  1.149  1.689  -0.14
P  -0.999  -0.351  0.735  0.29
H  1.346  -0.315  -1.894  0.38
H  -2.282  -0.799  1.014  0.13

LUMO (alpha / beta) = -0.43 / -0.43 eV
SMILES = C1=P#P=[PH]=N1
energy above the lowest of the compared OMol25 structures with the same formula, charge and spin = 1.5494 eV
HOMO energy (alpha / beta) = -8.89 / -8.89 eV

7.
The following is a DFT calculation (ωB97M-V/def2-TZVPD) of a single C23H27FN2O3 molecule.

Each line ends with the Mulliken charge.
Geometry (Å):
C  1.608  0.112  -4.457  -0.81
H  1.683  1.024  -3.854  0.29
O  1.883  -1.036  -3.693  -0.50
C  1.070  -1.330  -2.641  0.60
C  1.389  -2.486  -1.924  -1.03
C  0.641  -2.865  -0.831  -0.29
C  -0.443  -2.099  -0.407  -0.14
C  -0.765  -0.963  -1.133  -0.67
C  -0.026  -0.575  -2.243  0.73
H  -0.324  0.309  -2.786  0.48
H  -1.619  -0.365  -0.845  0.14
C  -1.215  -2.465  0.830  -0.47
H  -1.725  -3.419  0.680  0.58
H  -1.981  -1.711  1.012  -0.19
C  -0.301  -2.604  2.068  -1.30
N  0.849  -1.724  2.020  0.12
C  2.077  -2.276  1.893  0.79
O  2.251  -3.482  1.908  -0.71
C  3.229  -1.312  1.701  -0.93
C  2.769  -0.053  0.985  -0.15
C  1.725  0.630  1.866  0.41
C  0.541  -0.312  2.121  0.30
H  0.131  -0.120  3.122  0.18
H  -0.258  -0.102  1.402  -0.59
C  1.270  1.953  1.250  -0.29
O  1.456  3.021  1.794  -0.71
N  0.684  1.840  0.039  0.37
H  0.489  0.928  -0.346  -0.21
C  0.169  2.994  -0.663  -0.85
H  0.939  3.771  -0.658  0.50
H  -0.041  2.698  -1.692  0.34
C  -1.099  3.564  0.001  -1.56
C  -2.156  2.511  0.136  0.46
C  -2.282  1.805  1.325  -0.02
C  -3.230  0.803  1.421  0.28
C  -4.065  0.475  0.369  -0.35
C  -3.937  1.185  -0.814  -0.65
C  -2.990  2.188  -0.930  -0.41
H  -2.900  2.734  -1.858  0.47
H  -4.579  0.948  -1.648  0.40
H  -4.794  -0.312  0.482  0.44
F  -3.331  0.113  2.579  -0.43
H  -1.657  2.036  2.174  0.41
H  -0.819  3.942  0.984  0.43
H  -1.461  4.394  -0.607  0.51
H  2.201  0.886  2.818  0.61
H  2.344  -0.323  0.015  -0.16
H  3.610  0.621  0.815  0.42
H  4.001  -1.838  1.137  0.41
H  3.645  -1.064  2.681  0.34
H  0.101  -3.617  2.130  0.47
H  -0.883  -2.399  2.973  0.48
H  0.909  -3.760  -0.292  0.40
H  2.234  -3.071  -2.248  0.48
H  0.617  0.061  -4.920  0.32
H  2.367  0.136  -5.237  0.26

LUMO = 0.53 eV
SMILES = COc1ccc(CCN2C[C@H](C(=O)NCCc3cccc(F)c3)CCC2=O)cc1
energy above the lowest of the compared OMol25 structures with the same formula, charge and spin = 0.0000 eV
HOMO energy = -8.64 eV

8.
The following is a DFT calculation (ωB97M-V/def2-TZVPD) of a 2-piece molecular cluster, C4H12O overall.

Each line ends with the Mulliken charge.
Geometry (Å):
C  0.636  1.905  0.426  -0.66
C  1.036  1.438  -0.977  -0.76
H  1.207  1.391  1.183  0.27
H  0.621  2.995  0.516  0.34
H  -0.447  1.754  0.383  0.16
H  0.851  0.359  -0.996  0.05
H  2.082  1.484  -1.297  0.31
H  0.478  1.950  -1.753  0.30
C  -0.404  -1.935  0.452  -0.46
C  -1.541  -1.081  -0.130  -0.89
O  0.540  -1.354  1.352  -0.54
H  -0.858  -2.697  1.014  0.43
H  0.125  -2.471  -0.343  0.30
H  -1.318  -0.497  -1.009  0.28
H  1.203  -0.918  0.803  0.29
H  -1.897  -0.513  0.734  0.22
H  -2.314  -1.810  -0.358  0.38

LUMO = 0.98 eV
SMILES = CCO.CC
energy above the lowest of the compared OMol25 structures with the same formula, charge and spin = 0.9020 eV
HOMO energy = -10.34 eV

| no. | calculated total energy (hartree) |
| --- | --- |
| 1 | -1683.5675 |
| 2 | -429.6336 |
| 3 | -2727.2255 |
| 4 | -249.0439 |
| 5 | -572.4397 |
| 6 | -1118.0208 |
| 7 | -1327.7906 |
| 8 | -234.7995 |